Molecular formula: C43H52Cl2N8O2Pb
Method: DFT, the ωB97M-V functional and the def2-TZVPD basis

Properties
Net charge = +2
Orbital gap = 8.4 eV
Energy relative to the best compared isomer or geometry (same formula, charge and spin) = 0.228 eV
LUMO = -4.7 eV

Geometry (Å):
Pb (1.42967, 0.51032, -0.86553)
C (4.10366, 2.09873, -2.11296)
C (4.95091, 0.85479, -1.84460)
C (4.44571, -0.38372, -2.53457)
C (5.31119, -1.25569, -3.17939)
C (4.80357, -2.39385, -3.78452)
C (3.43903, -2.63405, -3.73362)
C (2.64143, -1.71947, -3.07466)
N (3.12856, -0.61828, -2.49043)
N (3.13192, 2.43017, -1.03549)
C (2.35390, 3.61076, -1.46602)
C (1.45497, 3.32837, -2.64259)
C (1.19302, 4.28973, -3.60402)
C (0.30315, 3.99348, -4.62497)
C (-0.29355, 2.74216, -4.66266)
C (0.03067, 1.83362, -3.67469)
N (0.88485, 2.12114, -2.68766)
C (3.86362, 2.76450, 0.21920)
C (3.53720, 1.92481, 1.43534)
C (3.68024, 2.42958, 2.66225)
C (3.33099, 1.66897, 3.85211)
C (2.83570, 0.43743, 3.73797)
C (2.73718, -0.22619, 2.42844)
N (3.07426, 0.60090, 1.18939)
H (4.75625, 2.96748, -2.25231)
H (3.54327, 1.96691, -3.03851)
H (5.97167, 1.04396, -2.17534)
H (5.02849, 0.66001, -0.76960)
H (6.37030, -1.03757, -3.20807)
H (5.46486, -3.08261, -4.29323)
H (2.99941, -3.50761, -4.19303)
H (1.56971, -1.87076, -2.99607)
H (1.73170, 3.93023, -0.62712)
H (3.02631, 4.44002, -1.71160)
H (1.67943, 5.25454, -3.55206)
H (0.08162, 4.72946, -5.38619)
H (-0.99127, 2.47180, -5.44197)
H (-0.40375, 0.84081, -3.66147)
H (4.93689, 2.70657, 0.02279)
H (3.66742, 3.80613, 0.47453)
H (3.99701, 3.45945, 2.77274)
H (3.40224, 2.14558, 4.82009)
H (2.45011, -0.10039, 4.59477)
H (1.87158, -0.86997, 2.28399)
Cl (-4.03343, 2.72363, -0.01470)
C (-2.43418, 2.85971, 0.60669)
C (-2.16941, 3.58220, 1.75851)
C (-0.85917, 3.64568, 2.20114)
C (0.12713, 2.98821, 1.48543)
N (-0.13341, 2.29435, 0.37308)
C (-1.39405, 2.23355, -0.05779)
H (-2.97122, 4.07380, 2.29288)
H (-0.60568, 4.18760, 3.10197)
H (1.15638, 2.99940, 1.82556)
H (-1.59214, 1.65966, -0.95827)
C (-6.74476, -2.50423, 0.60977)
C (-5.63888, -2.86297, -0.39331)
C (-6.14095, -4.01977, -1.26857)
C (-5.43174, -1.66287, -1.33018)
C (-4.36017, -3.31034, 0.39167)
O (-4.61996, -4.55362, 1.05507)
C (-3.86883, -2.35596, 1.50728)
C (-3.73557, -0.84165, 1.29591)
C (-2.96309, -0.21318, 2.42576)
C (-1.59079, -0.00613, 2.32956)
C (-0.86753, 0.54953, 3.37248)
C (-1.52843, 0.92155, 4.53020)
Cl (-0.62975, 1.67231, 5.81118)
C (-2.89396, 0.72693, 4.65909)
C (-3.59784, 0.15595, 3.60823)
C (-3.19564, -3.80581, -0.49938)
N (-2.36192, -2.81605, -1.17828)
C (-1.35096, -2.10527, -0.68353)
N (-0.79629, -1.36144, -1.63034)
C (-1.54616, -1.68408, -2.72381)
N (-2.49222, -2.56006, -2.49438)
H (-7.62649, -2.16237, 0.06694)
H (-6.45276, -1.70216, 1.29123)
H (-7.06669, -3.36259, 1.20414)
H (-7.12705, -3.76694, -1.66039)
H (-6.22743, -4.94929, -0.70828)
H (-5.49269, -4.18767, -2.13040)
H (-6.37224, -1.47942, -1.85350)
H (-4.68371, -1.86611, -2.09376)
H (-5.17229, -0.73934, -0.81947)
H (-5.36508, -4.44194, 1.65501)
H (-2.90608, -2.75542, 1.84628)
H (-4.53528, -2.50268, 2.36165)
H (-4.71955, -0.37894, 1.24504)
H (-3.24358, -0.60861, 0.35115)
H (-1.07423, -0.26545, 1.40895)
H (0.19604, 0.72882, 3.29073)
H (-3.39807, 1.01939, 5.57002)
H (-4.66751, 0.01006, 3.70923)
H (-3.57096, -4.47086, -1.27056)
H (-2.53951, -4.38588, 0.14842)
H (-1.04971, -2.17097, 0.34892)
H (-1.38611, -1.27377, -3.70836)
C (5.75747, -1.00191, 3.00261)
O (5.16158, -0.13351, 2.03259)
C (3.92703, -0.53771, 1.59508)
C (3.90752, -1.75225, 0.70770)
H (5.06439, -1.19006, 3.82538)
H (6.63234, -0.48340, 3.38201)
H (6.06560, -1.94544, 2.55024)
H (4.14903, -2.63971, 1.29329)
H (4.63822, -1.66302, -0.09652)
H (2.91734, -1.91373, 0.27705)


Molecular formula: C2H7OPS2
Method: DFT, the ωB97M-V functional and the def2-TZVPD basis

Properties
Orbital gap (spin up / spin down) = 6.5 / 6.5 eV
Energy relative to the best compared isomer or geometry (same formula, charge and spin) = 2.982 eV
Structure (SMILES) = CCP(O)#[SH]=S
LUMO (spin up / spin down) = -1.1 / -1.1 eV

Geometry (Å):
C (-1.17832, 1.11520, 0.41721)
C (-0.79003, 0.41354, -0.89768)
P (0.09072, -1.23196, -0.85680)
O (-0.75771, -1.69779, 0.47056)
S (2.21874, -0.53643, 0.51761)
S (3.73224, 0.73875, 0.20482)
H (-2.07483, 1.77648, 0.26557)
H (-1.48543, 0.24074, 1.02401)
H (-0.38034, 1.78306, 0.84528)
H (-0.45146, 1.15431, -1.55641)
H (-1.77828, 0.05330, -1.34523)
H (-0.14800, -2.30428, 0.90995)
H (3.00271, -1.50490, 0.00110)


Molecular formula: C23H49N7O11P
Method: DFT, the ωB97M-V functional and the def2-TZVPD basis

Properties
Net charge = +1
Orbital gap = 8.0 eV
LUMO = -2.5 eV

Geometry (Å):
C (-6.05709, 2.46607, 1.67267)
C (-5.09131, 2.99131, 0.65785)
O (-5.30552, 3.04749, -0.53271)
O (-3.89528, 3.40164, 1.17820)
C (-2.82409, 3.46506, 0.23066)
C (-2.54467, 2.10853, -0.31092)
N (-2.10914, 1.08406, 0.41297)
O (-1.80902, 1.17346, 1.73897)
C (-1.95102, -0.05627, -0.33421)
P (-1.40638, -1.76571, 0.04886)
C (-2.81789, -2.36981, 1.03957)
O (-0.27852, -1.46587, 1.18327)
C (-2.30897, 0.33595, -1.58422)
N (-2.68221, 1.65492, -1.55346)
C (-3.13016, 2.42611, -2.74061)
O (-3.47160, 1.54955, -3.75492)
O (-4.89116, 1.35710, -3.73765)
H (-6.10560, 1.38214, 1.56346)
H (-7.03912, 2.85876, 1.41279)
H (-5.80671, 2.75109, 2.69240)
H (-1.96250, 3.84197, 0.77884)
H (-3.04716, 4.16205, -0.57504)
H (-2.64212, 1.35675, 2.20307)
H (-3.23010, -3.23326, 0.52084)
H (-2.40578, -2.70785, 1.99087)
H (-3.59084, -1.63372, 1.25351)
H (0.51118, -1.99820, 0.96538)
H (-2.31398, -0.27074, -2.47246)
H (-2.29851, 3.03449, -3.09609)
H (-3.97167, 3.05368, -2.45675)
H (-4.99534, 0.53325, -3.23675)
C (-5.31227, 5.60239, 4.71677)
O (-5.67004, 4.43736, 4.70293)
N (-5.47174, 6.43903, 3.67408)
C (-5.00021, 7.80901, 3.67857)
C (-6.14536, 5.89766, 2.51077)
H (-4.80966, 6.06199, 5.58219)
H (-5.82893, 8.50499, 3.54026)
H (-4.27253, 7.97082, 2.88115)
H (-4.52347, 8.02302, 4.63258)
H (-7.15748, 5.58364, 2.76932)
H (-5.60662, 5.01883, 2.16670)
H (-6.18868, 6.64230, 1.71997)
C (3.48024, -1.94964, 1.47359)
O (2.36686, -2.13960, 1.00287)
N (3.92724, -0.75887, 1.87854)
C (5.26135, -0.56619, 2.42361)
C (3.03976, 0.38676, 1.76512)
H (4.20997, -2.76331, 1.59826)
H (5.19422, -0.18606, 3.44516)
H (5.82480, 0.14488, 1.82103)
H (5.79277, -1.51582, 2.43600)
H (2.13020, 0.22465, 2.34451)
H (2.75307, 0.54260, 0.72451)
H (3.55618, 1.26893, 2.13358)
C (8.52243, 0.22973, 2.64393)
O (8.10101, 0.95817, 1.76366)
N (9.71383, -0.38791, 2.61989)
C (10.16396, -1.24451, 3.69886)
C (10.57706, -0.17913, 1.46733)
H (7.94294, 0.01561, 3.55959)
H (11.08508, -0.85935, 4.13885)
H (10.34835, -2.25728, 3.33654)
H (9.40060, -1.28503, 4.47321)
H (10.81497, 0.87824, 1.35536)
H (10.08229, -0.51032, 0.55455)
H (11.49495, -0.74382, 1.60682)
C (-1.23616, -3.04619, -5.66998)
O (-0.85999, -4.19952, -5.66076)
N (-0.45224, -1.97807, -5.41880)
C (-0.96399, -0.62666, -5.45866)
C (0.95130, -2.19570, -5.10823)
H (-2.27901, -2.76880, -5.90255)
H (-0.44167, -0.03242, -6.21111)
H (-0.83781, -0.13713, -4.48787)
H (-2.02388, -0.64198, -5.70615)
H (1.44936, -2.71234, -5.92887)
H (1.05240, -2.80463, -4.21027)
H (1.43100, -1.23371, -4.94537)
C (-0.63028, -5.92075, -1.44617)
O (-1.09571, -4.80142, -1.58601)
N (0.37458, -6.41685, -2.18185)
C (0.88763, -7.75712, -1.98865)
C (0.96089, -5.56458, -3.20668)
H (-1.00805, -6.62874, -0.68940)
H (1.94505, -7.73052, -1.71854)
H (0.77595, -8.34696, -2.89989)
H (0.33636, -8.24651, -1.18827)
H (1.37145, -4.66657, -2.74047)
H (0.20996, -5.26232, -3.93670)
H (1.75800, -6.10827, -3.70781)


Molecular formula: C5H8N2S
Method: DFT, the ωB97M-V functional and the def2-TZVPD basis

Properties
Orbital gap = 9.7 eV
Energy relative to the best compared isomer or geometry (same formula, charge and spin) = 2.057 eV
Structure (SMILES) = [H]/N=C1\N[C@H]2CS[C@@H]1C2
LUMO = 0.7 eV

Geometry (Å):
H (-0.95446, 2.91086, -0.46906)
N (-0.06270, 2.62495, -0.02497)
C (-0.24062, 1.35744, 0.20154)
N (-1.39725, 0.52123, -0.04423)
C (-1.05590, -0.89758, 0.47859)
C (-0.39066, -1.56612, -0.69653)
S (1.26991, -0.65336, -0.91797)
C (0.72259, 0.24030, 0.54977)
C (0.02310, -0.59293, 1.55880)
H (-2.01976, 0.35731, -0.81419)
H (-1.92429, -1.27893, 0.94717)
H (-0.01860, -2.59539, -0.49926)
H (-1.02725, -1.47483, -1.62817)
H (1.67966, 0.66016, 0.98389)
H (-0.56779, 0.13094, 2.23352)
H (0.38261, -1.52637, 1.86498)